{
  "formula": "CH3BrOS",
  "method": "the ωB97M-V functional and the def2-TZVPD basis",
  "species": ["C", "O", "S", "Br", "H", "H", "H"],
  "positions_angstrom": [[-0.763, 0.255, -0.138], [0.162, -2.179, -0.362], [0.274, -1.114, 0.623], [3.100, 1.482, 0.676], [-0.034, 1.205, -0.409], [-1.496, 0.564, 0.589], [-1.244, -0.214, -0.980]],
  "e_homo_ev": [-10.37, -8.94],
  "total_energy_ev": -84008.10255,
  "charge": 0,
  "homo_lumo_gap_ha": [0.3416, 0.1922],
  "e_above_lowest_kcal_mol": 45.3,
  "spin_multiplicity": 1
}